1.
72
Properties=species:S:1:pos:R:3:forces:R:3:lowdin_charge:R:1 method="wB97M-V/def2-TZVPD" e_tot_ha=-2691.17977 e_homo_ha="-0.0952 / -0.1648" lumo_energy_ev="2.0 / 2.0" largest_force_ev_per_a=3.5 charge=-1 orbital_gap_ha="0.16893 / 0.23848" de_lowest_kj_mol=0.00
La -0.057 0.148 -0.385 -0.3136 -0.5893 2.1797 1.763
O 4.256 -5.938 -1.379 0.0032 0.0605 0.0387 -0.064
C 3.095 -5.657 -2.147 -0.0712 0.0007 -0.0415 -0.222
C 2.565 -4.287 -1.840 0.1638 0.1102 0.2460 -0.222
C 1.571 -3.733 -2.676 -0.1406 0.0669 -0.0825 -0.067
C 1.035 -2.518 -2.317 0.1692 -0.1502 -0.1444 -0.236
N 1.408 -1.817 -1.245 0.3458 -0.2594 -0.0262 -0.078
C 2.435 -2.296 -0.478 0.1240 0.2123 0.2942 -0.238
C 2.996 -3.568 -0.760 -0.0032 -0.2438 -0.1465 0.027
C 2.900 -1.448 0.574 -0.1292 -0.2402 -0.3573 -0.220
C 4.003 -1.781 1.397 0.0913 0.1129 0.2530 0.012
C 4.458 -0.915 2.356 -0.0294 -0.1865 -0.1806 -0.216
C 5.659 -1.280 3.189 -0.0646 -0.0090 -0.0485 -0.220
O 6.864 -1.358 2.431 0.0876 0.0176 0.0897 -0.065
C 3.787 0.317 2.516 -0.0316 0.1113 0.0027 -0.044
C 2.708 0.580 1.703 0.0655 0.1394 0.1440 -0.158
N 2.250 -0.242 0.755 -0.0343 -0.1378 -0.0125 -0.050
H 4.498 -6.855 -1.522 0.0003 -0.0515 -0.0089 0.081
H 2.304 -6.385 -1.924 0.0335 -0.0271 -0.0413 0.125
H 3.317 -5.722 -3.219 -0.0131 -0.0002 0.0095 0.121
H 1.221 -4.253 -3.559 -0.0069 0.0301 -0.0025 0.100
H 0.255 -2.067 -2.921 0.0137 -0.0073 -0.0206 0.093
H 3.767 -3.991 -0.134 -0.0059 0.0263 0.0067 0.099
H 4.492 -2.739 1.265 -0.0050 -0.0036 0.0166 0.107
H 5.472 -2.235 3.696 0.0442 0.0211 0.0085 0.117
H 5.837 -0.519 3.949 -0.0264 -0.0190 0.0258 0.112
H 6.673 -1.834 1.617 -0.0635 0.0246 -0.0644 0.073
H 4.109 1.037 3.257 -0.0272 0.0178 -0.0190 0.097
H 2.167 1.517 1.810 -0.0096 -0.0182 0.0065 0.101
O 0.438 0.469 -2.519 0.3246 0.2778 -3.4474 -0.686
Cl 1.536 1.464 -2.244 1.3698 1.2506 -1.4527 0.798
O 1.100 2.717 -2.899 0.0693 -0.2592 0.2284 -0.436
O 2.751 0.990 -2.871 -0.1438 -0.0016 0.1381 -0.401
O -1.547 2.371 -2.136 -0.1970 -0.1281 0.1154 -0.139
N -4.474 -2.902 3.680 0.1173 0.0811 -0.0056 0.065
C -3.557 -2.224 3.465 -0.2722 -0.2977 -0.3470 -0.425
N -2.535 -1.432 3.312 0.1594 0.2962 0.5715 0.082
C -1.806 -1.109 2.340 0.1261 0.0389 -0.1593 -0.397
N -1.045 -0.719 1.530 -1.2981 -0.9819 1.7534 -0.107
I -1.227 -3.735 -0.005 -0.3778 -0.0642 -0.0793 1.018
C -2.472 -2.534 -1.211 0.6419 -0.0671 0.2878 -0.722
C -3.701 -3.036 -1.597 -0.2796 0.0535 -0.1756 -0.128
C -4.463 -2.283 -2.477 0.2350 0.0556 0.0950 -0.054
C -3.945 -1.085 -2.951 -0.2317 -0.0715 -0.0883 -0.048
C -2.714 -0.662 -2.497 0.2852 -0.0004 0.1444 -0.128
N -1.983 -1.361 -1.607 -0.5923 -0.3258 -0.2710 -0.067
H -4.050 -3.987 -1.224 0.0421 -0.0059 0.0429 0.093
H -5.436 -2.632 -2.794 -0.0053 -0.0089 -0.0130 0.110
H -4.496 -0.485 -3.661 0.0386 0.0410 0.0070 0.108
H -2.267 0.265 -2.840 -0.1015 0.0623 0.0666 0.098
C -1.820 3.480 -1.293 -0.1491 0.1259 0.2209 -0.206
C -1.949 3.036 0.188 0.0155 0.0004 -0.2198 -0.552
C -3.107 2.020 0.241 0.1223 0.1191 0.1612 -0.061
C -0.649 2.352 0.596 -0.0017 0.8706 0.4651 -0.166
C -2.249 4.280 1.012 -0.0890 -0.0212 -0.0262 -0.180
C -3.415 4.441 1.758 0.0262 0.0013 -0.0222 -0.034
C -3.644 5.594 2.499 -0.0044 0.0198 -0.0036 -0.096
C -2.713 6.619 2.504 -0.0884 0.0246 0.0366 -0.114
C -1.542 6.471 1.773 0.0258 0.0267 -0.0177 -0.092
C -1.313 5.317 1.043 0.0257 0.0658 0.0448 -0.044
H -0.720 2.552 -2.609 0.0456 0.0071 -0.0060 0.023
H -1.021 4.220 -1.376 0.0063 -0.0217 -0.0636 0.118
H -2.761 3.948 -1.613 0.0308 0.0059 -0.0010 0.128
H -2.886 1.176 -0.413 -0.0595 -0.0215 -0.0140 0.041
H -4.045 2.468 -0.102 -0.0214 -0.0441 -0.0270 0.088
H -3.242 1.636 1.253 -0.0087 -0.0424 -0.0160 0.086
H -0.278 2.804 1.527 -0.0063 -0.0042 -0.0014 0.006
H -4.159 3.656 1.782 0.0026 -0.0070 -0.0283 0.097
H -4.560 5.685 3.071 0.0172 0.0105 0.0082 0.096
H -2.899 7.522 3.072 0.0293 -0.0121 0.0052 0.092
H -0.803 7.264 1.777 0.0197 -0.0268 -0.0117 0.096
H -0.379 5.207 0.506 -0.0153 -0.0302 -0.0196 0.114

=====

2.
67
Properties=species:S:1:pos:R:3:forces:R:3:lowdin_spin:R:1 method="wB97M-V/def2-TZVPD" e_tot_ha=-3017.17061 e_homo_ha="-0.5799 / -0.6026" lumo_energy_ev="-8.2 / -10.6" largest_force_ev_per_a=0.1 spin_multiplicity=5 charge=+3 orbital_gap_ha="0.28024 / 0.21414"
Co 0.668 0.103 3.117 0.0252 0.0214 0.0106 2.735
N 0.115 1.046 4.938 -0.0191 0.0354 -0.0442 0.046
C 0.715 0.393 6.143 0.0067 0.0187 -0.0023 0.005
C 0.222 -1.033 6.321 -0.0112 -0.0143 0.0369 0.000
C 0.774 -2.050 5.337 0.0037 -0.0086 -0.0260 0.007
N 0.290 -1.813 3.942 -0.0362 0.0042 -0.0354 0.044
H 0.410 2.021 4.927 -0.0048 -0.0019 0.0248 0.002
H -0.894 1.078 5.078 0.0053 -0.0036 0.0185 0.002
H 0.475 0.979 7.030 0.0006 -0.0070 0.0004 0.002
H 1.801 0.417 6.026 -0.0005 -0.0121 0.0043 0.001
H -0.874 -1.056 6.314 -0.0012 0.0055 -0.0136 0.000
H 0.507 -1.360 7.322 0.0132 0.0004 -0.0065 0.000
H 0.497 -3.056 5.652 -0.0002 0.0057 0.0097 0.002
H 1.865 -2.007 5.320 -0.0018 -0.0002 0.0150 0.000
H -0.722 -1.947 3.935 0.0082 -0.0107 0.0234 0.003
H 0.643 -2.554 3.341 0.0084 0.0047 0.0111 0.001
C -4.770 0.404 -9.493 0.0795 -0.0660 0.0188 0.007
O -3.665 -0.408 -8.998 -0.0200 0.0209 -0.0026 0.177
C -3.241 -0.317 -7.782 -0.0004 -0.0034 -0.0133 0.129
C -3.781 0.560 -6.797 0.0147 -0.0120 0.0104 0.074
C -3.243 0.557 -5.549 -0.0225 0.0110 -0.0140 0.030
C -2.156 -0.303 -5.215 0.0064 0.0048 0.0186 0.192
C -1.625 -1.170 -6.203 0.0046 -0.0111 -0.0293 0.006
C -2.147 -1.184 -7.456 -0.0016 0.0113 0.0251 0.113
C -1.645 -0.253 -3.875 -0.0011 0.0040 -0.0432 -0.006
N -2.134 0.538 -2.927 0.0100 -0.0174 0.0225 0.087
C -1.396 0.284 -1.827 -0.0241 0.0280 -0.0047 0.021
C -0.427 -0.676 -2.090 0.0195 -0.0328 -0.0070 0.073
N -0.596 -1.009 -3.398 -0.0076 0.0165 0.0349 0.024
C 0.502 -1.139 -1.098 -0.0089 0.0071 -0.0056 0.005
C 1.519 -2.081 -1.299 0.0119 -0.0054 0.0128 0.012
C 2.338 -2.419 -0.248 -0.0149 0.0087 -0.0003 -0.001
C 2.122 -1.816 0.992 0.0066 -0.0158 -0.0037 0.016
N 1.162 -0.929 1.207 0.0197 -0.0032 -0.0390 0.036
C 0.365 -0.578 0.183 -0.0165 0.0236 0.0154 0.023
C -0.647 0.433 0.470 0.0159 -0.0146 -0.0021 0.009
N -0.683 0.923 1.731 -0.0053 -0.0195 -0.0251 0.041
C -1.582 1.860 2.017 -0.0083 0.0118 0.0086 0.006
C -2.490 2.358 1.086 0.0094 -0.0099 0.0006 0.004
C -2.466 1.861 -0.196 0.0019 -0.0013 0.0122 0.002
C -1.525 0.877 -0.521 0.0061 -0.0052 -0.0133 0.004
H -4.886 0.105 -10.527 -0.0164 0.0150 0.0010 0.000
H -4.498 1.455 -9.425 -0.0295 0.0085 -0.0010 0.004
H -5.666 0.173 -8.921 -0.0131 0.0265 -0.0083 0.004
H -4.604 1.216 -7.039 -0.0009 0.0020 0.0033 0.002
H -3.632 1.210 -4.781 -0.0041 0.0021 -0.0015 -0.002
H -0.800 -1.833 -5.979 -0.0008 -0.0037 -0.0008 -0.003
H -1.769 -1.831 -8.235 0.0049 -0.0050 0.0019 0.003
H -0.063 -1.684 -3.920 0.0011 0.0021 0.0000 0.000
H 1.670 -2.540 -2.268 -0.0048 -0.0009 -0.0023 0.001
H 3.138 -3.136 -0.366 0.0012 -0.0038 -0.0011 0.000
H 2.756 -2.066 1.835 0.0024 0.0035 0.0001 0.001
H -1.585 2.239 3.031 -0.0011 0.0013 0.0008 0.001
H -3.196 3.121 1.382 -0.0020 0.0010 0.0024 0.000
H -3.154 2.216 -0.952 -0.0002 -0.0018 -0.0045 0.000
N 6.742 -0.639 4.871 0.0048 -0.0047 0.0201 0.000
C 5.951 0.008 4.347 0.0081 -0.0028 -0.0271 0.000
C 4.928 0.766 3.686 -0.0124 -0.0009 0.0091 0.002
C 5.184 1.986 3.066 -0.0101 0.0003 -0.0025 -0.001
C 4.134 2.639 2.439 0.0022 -0.0097 0.0019 0.002
C 2.879 2.061 2.453 -0.0124 0.0084 -0.0030 0.005
N 2.625 0.890 3.058 -0.0026 -0.0181 0.0097 0.040
C 3.636 0.259 3.660 0.0064 0.0031 -0.0083 0.004
H 6.181 2.406 3.077 0.0020 0.0011 0.0008 0.000
H 4.287 3.587 1.944 -0.0014 0.0017 -0.0022 0.000
H 2.041 2.544 1.964 0.0024 0.0064 0.0016 0.001
H 3.422 -0.688 4.141 0.0051 0.0007 0.0067 0.001

=====

3.
66
Properties=species:S:1:pos:R:3:forces:R:3:lowdin_spin:R:1 method="wB97M-V/def2-TZVPD" e_tot_ha=-4950.85179 e_homo_ha="-0.3953 / -0.4036" lumo_energy_ev="-4.0 / -4.0" largest_force_ev_per_a=0.1 spin_multiplicity=5 charge=+1 orbital_gap_ha="0.24792 / 0.25550"
Cr -0.611 -0.403 -0.891 -0.0483 -0.0133 -0.0885 3.785
C 2.075 1.546 0.446 0.0090 0.0766 0.0549 0.009
C 0.736 1.654 0.807 -0.0231 -0.0150 0.0256 0.013
C 0.192 0.764 1.732 0.0719 -0.0281 -0.0293 0.013
C 0.989 -0.235 2.283 -0.0112 0.0611 0.0680 0.009
C 2.329 -0.325 1.934 -0.0127 -0.0021 -0.0132 0.005
C 2.872 0.567 1.019 0.0467 -0.0334 -0.0108 0.005
H 2.514 2.257 -0.242 -0.0041 -0.0031 -0.0029 0.000
H 0.126 2.462 0.420 -0.0320 -0.0379 -0.0326 0.001
H -0.836 0.880 2.053 -0.0171 -0.0233 -0.0522 0.001
H 0.572 -0.921 3.008 -0.0123 -0.0156 -0.0046 0.000
H 2.953 -1.082 2.393 -0.0084 0.0151 0.0146 0.000
H 3.924 0.518 0.767 -0.0031 -0.0237 -0.0137 0.000
C -0.733 -4.597 3.101 -0.0084 0.0034 -0.0013 -0.001
C -1.471 -3.533 3.603 -0.0008 -0.0001 0.0038 0.000
C -1.854 -2.495 2.770 0.0233 0.0021 -0.0007 -0.001
C -1.481 -2.520 1.431 0.0300 0.0001 0.0303 0.002
C -0.742 -3.577 0.922 -0.0063 0.0090 -0.0047 0.001
C -0.379 -4.621 1.760 -0.0034 -0.0047 -0.0014 0.000
N -1.834 -1.440 0.558 0.0105 0.0408 -0.0483 0.002
N -2.962 -0.955 0.784 -0.0089 -0.0498 0.0269 0.032
C -3.313 0.147 -0.017 0.0026 0.0442 -0.0081 0.009
C -4.597 0.651 0.175 0.0093 0.0065 -0.0048 0.000
C -5.004 1.735 -0.583 -0.0035 0.0005 -0.0041 0.015
C -4.121 2.287 -1.503 0.0039 -0.0088 0.0058 -0.001
C -2.839 1.764 -1.668 -0.0048 0.0061 0.0044 0.010
C -2.386 0.673 -0.932 0.0201 -0.0083 0.0545 -0.029
H -0.442 -5.410 3.754 0.0024 -0.0018 -0.0035 0.000
H -1.752 -3.514 4.648 -0.0007 0.0020 -0.0007 0.000
H -2.432 -1.662 3.146 -0.0030 0.0048 -0.0058 0.000
H -0.485 -3.590 -0.129 0.0141 0.0080 -0.0121 0.001
H 0.170 -5.465 1.364 0.0202 -0.0067 -0.0134 0.000
H -5.250 0.188 0.904 -0.0004 -0.0011 -0.0002 -0.001
H -5.996 2.147 -0.462 0.0009 0.0007 0.0025 0.001
H -4.435 3.136 -2.098 -0.0022 0.0009 0.0008 -0.001
H -2.192 2.237 -2.402 0.0037 0.0004 -0.0026 0.000
Se -1.418 -1.716 -5.286 0.0890 0.0090 -0.0085 0.002
N -0.781 -0.262 -6.060 -0.0927 -0.0144 0.0623 0.006
C -0.299 0.496 -5.093 0.0334 -0.0296 0.0311 0.001
C 0.293 1.784 -5.254 0.0097 0.0003 -0.0214 0.010
C 0.718 2.418 -4.135 0.0090 0.0172 0.0003 -0.001
C 0.567 1.806 -2.852 0.0161 -0.0197 -0.0219 0.014
N 0.045 0.630 -2.654 0.0159 0.0049 0.0805 0.000
C -0.396 -0.047 -3.766 -0.0138 -0.0299 -0.0352 0.008
N -0.954 -1.233 -3.647 -0.0418 0.0395 -0.0433 0.016
H 0.380 2.215 -6.242 0.0048 0.0132 0.0071 0.000
H 1.171 3.399 -4.179 -0.0052 0.0001 -0.0208 0.000
H 0.897 2.344 -1.971 -0.0150 -0.0172 0.0037 0.001
N 1.098 -1.637 -0.972 -0.0159 0.0474 0.0675 0.015
C 2.032 -2.317 -1.029 -0.0294 -0.1053 -0.0953 0.028
N 3.072 -3.095 -1.127 0.0139 0.0923 0.0532 0.012
C 4.281 -2.829 -0.316 -0.0068 -0.0398 -0.0071 0.002
C 4.875 -4.158 0.146 0.0139 -0.0059 0.0100 0.000
C 3.755 -5.118 0.535 0.0014 -0.0012 0.0073 0.000
C 2.927 -5.519 -0.698 0.0021 -0.0059 0.0100 0.000
C 2.963 -4.419 -1.761 -0.0289 0.0184 -0.0222 0.002
H 3.973 -2.237 0.544 0.0038 0.0284 0.0197 0.000
H 4.994 -2.245 -0.902 -0.0023 -0.0063 -0.0071 0.000
H 5.542 -3.963 0.986 -0.0027 0.0008 0.0001 0.000
H 5.490 -4.596 -0.643 -0.0017 -0.0037 0.0000 0.000
H 3.110 -4.629 1.271 0.0029 0.0056 -0.0066 0.000
H 4.161 -6.005 1.020 -0.0015 -0.0020 -0.0003 0.000
H 1.896 -5.720 -0.406 -0.0252 -0.0128 0.0048 0.000
H 3.315 -6.437 -1.141 0.0058 0.0035 -0.0016 0.000
H 2.075 -4.424 -2.391 0.0019 -0.0009 -0.0017 0.000
H 3.825 -4.531 -2.419 0.0052 0.0086 0.0025 0.000

=====

4.
78
Properties=species:S:1:pos:R:3:forces:R:3:lowdin_spin:R:1 method="wB97M-V/def2-TZVPD" e_tot_ha=-4871.61938 e_homo_ha="-0.0908 / -0.1204" lumo_energy_ev="-0.1 / -0.2" largest_force_ev_per_a=2.5 spin_multiplicity=5 charge=-1 orbital_gap_ha="0.08565 / 0.11442" de_lowest_kj_mol=368.14
Fe 0.087 -0.134 -0.109 -0.6639 0.8047 0.3990 2.452
S -0.009 -1.054 1.932 0.1832 -0.1390 0.5761 -0.048
C -1.527 -0.417 2.456 -0.2255 0.2540 -0.0432 -0.003
C -2.302 -1.093 3.384 -0.2268 0.1811 0.0552 0.001
C -3.507 -0.559 3.842 0.6623 0.9441 -0.8365 0.003
C -4.291 -1.317 4.720 -0.7557 -0.7665 0.8449 0.001
N -4.908 -1.992 5.421 0.0472 0.1097 -0.0201 0.002
C -3.919 0.719 3.390 1.0836 -0.8491 -0.2792 0.000
C -3.139 1.391 2.452 -0.0058 -0.1803 0.1192 0.002
C -1.973 0.828 1.949 -0.2026 -0.3002 0.3839 -0.008
S -1.050 1.622 0.740 0.0864 0.3366 -0.1891 -0.069
C -5.099 1.305 3.873 -0.9624 0.5155 0.3677 0.000
N -6.054 1.813 4.269 -0.0028 -0.0225 -0.0062 -0.001
H -1.971 -2.057 3.745 -0.0290 -0.0705 0.0285 -0.001
H -3.448 2.359 2.087 -0.1004 0.0837 -0.0052 -0.002
N -0.372 0.186 -2.256 -0.4131 -0.0867 -0.7437 0.024
N -0.234 1.509 -2.682 0.0383 0.2668 -0.3969 0.049
C 0.708 2.219 -1.965 0.3401 -0.1627 0.3824 0.118
N 1.084 3.456 -2.420 -0.0444 -0.1091 0.1234 0.055
N 1.169 1.610 -0.904 -0.7493 0.1599 -1.3807 0.003
N 1.918 2.236 -0.015 0.1663 0.5829 0.2990 0.359
O 2.276 1.488 0.987 0.4642 -0.5363 0.6310 0.046
O 2.376 3.403 -0.153 0.4293 0.6454 -0.0934 0.261
H 0.202 -0.482 -2.772 0.0139 0.2577 0.1512 0.001
H -1.348 -0.110 -2.251 0.1440 0.2072 0.1036 0.000
H -0.296 1.708 -3.678 0.1713 -0.1561 0.3450 0.005
H 0.353 3.994 -2.861 -0.0718 -0.0347 0.0629 0.007
H 1.618 3.925 -1.672 -0.0907 -0.0622 -0.2517 -0.002
C -1.372 -6.898 2.184 0.0340 0.0187 -0.2289 0.002
C -1.306 -6.730 0.666 -0.0738 -0.2773 0.3836 0.005
N -0.716 -5.474 0.274 -0.0479 0.5013 -0.1065 0.053
C -1.549 -4.415 -0.006 0.0701 0.2265 -0.1325 0.108
C -1.106 -3.192 -0.370 -0.0946 0.1565 -0.0588 0.006
C -2.115 -2.105 -0.708 -0.0736 -0.5382 -0.0433 0.004
O -3.172 -2.446 -1.239 -0.2855 -0.2390 -0.0370 0.005
O -1.773 -0.918 -0.444 -0.6903 -0.2982 -0.2486 0.060
C 0.300 -2.950 -0.501 -0.1076 -0.8828 0.3085 0.142
O 0.792 -1.802 -0.861 -0.1440 -0.6424 -0.6538 0.061
C 1.160 -4.048 -0.250 -0.2360 0.4215 -0.1602 0.051
C 2.562 -3.914 -0.451 0.3788 -0.0634 -0.0727 0.138
C 3.394 -4.936 -0.098 0.0310 -0.0551 -0.0689 0.013
F 4.752 -4.809 -0.311 -0.2371 -0.0742 0.0776 -0.010
C 2.934 -6.121 0.456 0.1407 0.1830 -0.0648 0.166
C 1.537 -6.302 0.582 0.0655 -0.1335 -0.0327 0.103
C 0.655 -5.301 0.212 0.0517 -0.1084 -0.0434 0.023
N 3.816 -7.182 0.850 0.1616 0.3248 -0.1994 0.020
C 4.411 -7.887 -0.265 -0.0420 -0.2700 0.1557 0.010
C 4.987 -9.198 0.268 -0.6058 0.0649 -0.8236 0.003
N 6.012 -8.861 1.291 0.4030 -0.1705 0.0709 0.001
C 5.423 -8.060 2.404 -0.2824 0.6942 0.5492 0.002
C 4.835 -6.789 1.800 -0.0410 -0.3237 0.1672 0.008
H -1.777 -7.873 2.446 -0.0482 -0.0941 0.0274 0.000
H -2.014 -6.130 2.607 -0.0658 0.0909 0.1008 0.001
H -0.385 -6.797 2.628 0.0924 0.0175 0.0646 0.001
H -2.322 -6.766 0.264 0.1457 0.0095 -0.0866 0.001
H -0.736 -7.549 0.215 -0.0645 0.0630 -0.0568 0.004
H -2.608 -4.604 0.073 -0.0953 -0.0417 -0.0559 0.008
H 2.965 -3.006 -0.876 -0.0373 -0.0791 -0.0550 -0.007
H 1.212 -7.244 0.989 -0.1580 -0.0924 0.0938 0.009
H 5.207 -7.309 -0.771 -0.0752 0.0033 0.0340 0.000
H 3.628 -8.092 -0.997 0.1146 -0.1020 0.0145 0.001
H 5.445 -9.790 -0.525 0.1450 -0.0091 0.1359 0.001
H 4.193 -9.769 0.750 0.1637 -0.0063 0.0795 0.000
H 6.722 -8.272 0.835 -0.0195 -0.2232 0.1240 0.000
H 6.464 -9.706 1.650 -0.0024 0.2064 -0.1113 0.001
H 6.201 -7.839 3.136 0.0793 -0.1060 -0.1102 0.001
H 4.635 -8.651 2.871 0.0955 -0.0878 -0.0966 0.000
H 5.648 -6.192 1.353 -0.0641 0.0241 -0.0314 0.000
H 4.371 -6.180 2.574 0.0742 -0.0629 0.0774 0.001
Te 2.670 -0.577 0.284 2.4123 0.0358 0.4358 -0.210
C 4.733 0.036 0.709 -0.1830 0.4434 -0.3154 -0.027
C 5.617 -0.440 1.638 -0.5486 -0.2018 0.0190 -0.005
C 6.911 0.121 1.562 0.3058 0.0717 -0.0216 0.000
C 7.021 1.030 0.560 -0.2080 0.1509 -0.3533 -0.007
S 5.540 1.200 -0.300 0.0005 -0.4181 0.5140 -0.003
H 5.319 -1.173 2.372 -0.0295 -0.0826 0.1295 0.000
H 7.722 -0.136 2.227 0.0858 -0.0063 0.0613 0.000
H 7.879 1.607 0.273 0.2239 0.1088 0.0179 -0.001